Entry 1:
Below is a structure of composition C28H44BrN3P2W in a non-equilibrium geometry, with properties calculated with ωB97M-V/def2-TZVPD.

Output
LUMO level (alpha / beta), Eh: -0.517 / -0.530
HOMO energy (alpha / beta), eV: -19.402 / -19.299
Net charge: +4
E, eV: -124617.3134
Spin multiplicity: 3

Cartesian coordinates (Å):
N -5.804 4.503 -3.752
C -5.551 4.850 -2.486
C -4.693 4.102 -1.672
C -4.062 2.933 -2.172
C -4.375 2.590 -3.511
C -5.237 3.410 -4.260
C -3.116 2.187 -1.370
W 0.229 0.296 0.781
P 2.656 0.015 0.578
C -2.429 1.093 -1.840
C -1.019 1.032 -1.591
C -0.027 0.993 -2.590
C 0.984 1.931 -2.528
C 0.980 2.897 -1.505
C 0.349 2.639 -0.237
C -0.753 1.730 -0.327
Br 1.996 4.390 -1.519
H -2.910 2.600 -0.395
H -2.871 0.383 -2.561
H -4.540 4.469 -0.659
H -3.952 1.709 -3.981
H -6.056 5.762 -2.127
H -5.484 3.178 -5.304
H -0.001 0.342 -3.474
H -1.528 1.731 0.461
H 1.761 2.032 -3.297
H 0.552 3.139 0.738
P -0.806 -1.786 0.452
C 3.967 1.288 0.881
C 5.459 0.962 0.613
H 3.861 1.628 1.924
H 3.646 2.105 0.217
H 6.129 1.825 0.791
H 5.831 0.145 1.263
H 5.685 0.697 -0.434
C 3.385 -0.809 -0.904
C 4.715 -1.579 -0.834
H 3.431 -0.009 -1.669
H 2.653 -1.552 -1.244
H 4.993 -1.951 -1.833
H 5.584 -0.981 -0.530
H 4.702 -2.438 -0.148
C 2.903 -1.048 2.103
C 4.297 -1.500 2.562
H 2.250 -1.953 1.998
H 2.509 -0.413 2.909
H 4.192 -2.345 3.268
H 4.913 -1.844 1.716
H 4.855 -0.717 3.104
C -0.719 -3.166 1.668
C -1.560 -4.425 1.385
H -1.007 -2.763 2.650
H 0.337 -3.461 1.772
H -2.595 -4.315 1.739
H -1.599 -4.681 0.320
H -1.121 -5.284 1.916
C 0.272 -2.364 -0.909
C -0.271 -2.525 -2.337
H 0.808 -3.275 -0.584
H 1.039 -1.580 -0.996
H -1.201 -3.101 -2.382
H -0.454 -1.543 -2.792
H 0.485 -3.032 -2.962
C -2.511 -1.817 -0.107
C -3.523 -1.619 1.036
H -2.709 -2.752 -0.662
H -2.620 -1.004 -0.838
H -4.126 -0.717 0.873
H -4.211 -2.474 1.105
H -3.043 -1.502 2.017
N 0.125 -0.659 2.989
C -0.878 -0.536 3.893
C -1.125 0.811 4.082
C -0.198 1.524 3.332
N 0.654 0.644 2.717
H 0.753 -1.441 3.162
H -1.330 -1.402 4.358
H -1.876 1.216 4.732
H -0.053 2.583 3.221

Charge distribution, Löwdin scheme, values in e: N 0.146; C -0.052; C 0.042; C -0.165; C 0.045; C -0.052; C 0.067; W 1.249; P 0.913; C -0.011; C -0.242; C 0.019; C -0.053; C -0.696; C -0.168; C -0.393; Br 1.053; H 0.122; H 0.152; H 0.129; H 0.118; H 0.147; H 0.143; H 0.150; H 0.120; H 0.150; H 0.129; P 0.860; C -0.327; C -0.104; H 0.100; H 0.059; H 0.113; H 0.077; H 0.075; C -0.346; C -0.105; H 0.102; H 0.044; H 0.111; H 0.051; H 0.084; C -0.386; C -0.097; H 0.070; H 0.055; H 0.105; H 0.059; H 0.098; C -0.356; C -0.075; H 0.054; H 0.091; H 0.092; H 0.089; H 0.111; C -0.370; C -0.079; H 0.122; H -0.010; H 0.086; H 0.045; H 0.113; C -0.357; C -0.096; H 0.113; H 0.046; H 0.086; H 0.105; H 0.054; N -0.094; C 0.014; C 0.046; C -0.009; N -0.177; H 0.138; H 0.166; H 0.143; H 0.151

Entry 2:
Below is a cluster of 6 separate species, C28H44F4N12O9S in total in a non-equilibrium geometry, with properties calculated with ωB97M-V/def2-TZVPD.

Output
LUMO level, Eh: 0.017
HOMO energy, eV: -7.478
Structure (SMILES): CCCOCc1cc(OCC)c2c(c1CCC(F)(F)F)Sc1ccccc1N2C(=O)NC(=O)F.NC(N)=O.NC(N)=O.NC(N)=O.NC(N)=O.NC(N)=O
E, eV: -87768.5539
Spin multiplicity: 1

Cartesian coordinates (Å):
C -3.750 -3.955 1.460
C -2.642 -4.018 2.555
C -2.400 -2.621 3.181
O -1.023 -2.334 3.429
C -0.347 -1.919 2.261
C -0.498 -0.434 1.953
C -1.473 0.341 2.517
C -1.609 1.686 2.225
O -2.647 2.376 2.818
C -2.729 2.190 4.238
C -1.387 2.362 4.977
C -0.753 2.353 1.373
C 0.237 1.550 0.796
C 0.368 0.205 1.057
C 1.445 -0.612 0.347
C 1.118 -0.967 -1.138
C -0.344 -0.995 -1.520
F -0.901 0.209 -1.686
F -1.129 -1.739 -0.721
F -0.432 -1.587 -2.761
S 1.406 2.256 -0.369
C 0.393 3.527 -1.126
C 0.606 3.912 -2.415
C -0.143 4.928 -2.988
C -1.100 5.516 -2.194
C -1.322 5.116 -0.895
C -0.576 4.102 -0.315
N -0.777 3.728 1.028
C -1.395 4.694 1.866
O -2.579 4.916 1.805
N -0.563 5.496 2.773
C -1.207 5.764 4.028
O -0.731 5.368 5.059
F -2.322 6.518 4.084
H -3.436 -4.609 0.634
H -3.861 -2.952 1.030
H -4.715 -4.241 1.874
H -3.038 -4.695 3.324
H -1.708 -4.443 2.174
H -2.942 -2.484 4.121
H -2.804 -1.879 2.477
H -0.646 -2.576 1.431
H 0.723 -2.093 2.436
H -2.182 -0.096 3.210
H -3.411 2.976 4.585
H -3.164 1.219 4.509
H -0.934 1.373 5.137
H -0.645 2.941 4.421
H -1.541 2.771 5.981
H 1.663 -1.551 0.860
H 2.387 -0.049 0.349
H 1.576 -0.181 -1.754
H 1.599 -1.904 -1.448
H 1.370 3.461 -3.043
H 0.016 5.270 -4.005
H -1.684 6.338 -2.605
H -2.090 5.665 -0.357
H -0.491 6.407 2.311
N 3.515 6.387 -2.732
C 4.300 5.271 -2.647
N 5.641 5.511 -2.529
O 3.837 4.145 -2.674
H 3.873 7.323 -2.711
H 2.524 6.245 -2.816
H 6.244 4.712 -2.463
H 6.042 6.428 -2.503
N 0.251 -4.871 -1.052
C 1.538 -4.709 -0.628
N 2.198 -5.851 -0.300
O 2.069 -3.609 -0.546
H -0.200 -5.762 -1.126
H -0.261 -4.043 -1.301
H 3.150 -5.755 0.012
H 1.792 -6.764 -0.357
N -6.578 -1.025 4.640
C -6.521 -2.044 3.731
N -7.709 -2.350 3.131
O -5.486 -2.636 3.474
H -7.416 -0.526 4.865
H -5.723 -0.774 5.100
H -7.704 -3.093 2.457
H -8.570 -1.877 3.326
N 6.052 -4.050 -3.388
C 5.309 -3.762 -2.279
N 4.112 -3.173 -2.545
O 5.689 -4.016 -1.142
H 5.742 -3.841 -4.323
H 6.942 -4.487 -3.244
H 3.524 -2.941 -1.761
H 3.796 -2.967 -3.477
N 4.540 -3.354 -7.842
C 3.821 -3.074 -6.719
N 2.616 -2.479 -6.933
O 4.230 -3.340 -5.597
H 4.226 -3.146 -8.770
H 5.434 -3.793 -7.718
H 2.061 -2.260 -6.125
H 2.261 -2.253 -7.842

Charge distribution, Löwdin scheme, values in e: C -0.116; C -0.196; C -0.231; O -0.134; C -0.151; C -0.110; C 0.045; C -0.203; O -0.061; C -0.215; C -0.062; C -0.108; C -0.345; C -0.201; C -0.124; C -0.077; C -0.593; F 0.148; F 0.133; F 0.081; S 1.100; C -0.413; C -0.115; C -0.096; C -0.096; C -0.017; C -0.201; N 0.074; C -0.382; O 0.158; N 0.177; C -0.477; O 0.149; F 0.122; H 0.060; H 0.067; H 0.044; H 0.103; H 0.098; H 0.114; H 0.096; H 0.119; H 0.132; H 0.116; H 0.121; H 0.104; H 0.079; H 0.071; H 0.080; H 0.090; H 0.102; H 0.107; H 0.085; H 0.106; H 0.108; H 0.107; H 0.111; H 0.149; N 0.156; C -0.676; N 0.148; O 0.024; H 0.091; H 0.086; H 0.103; H 0.090; N 0.176; C -0.635; N 0.173; O -0.008; H 0.096; H 0.086; H 0.112; H 0.096; N 0.154; C -0.658; N 0.153; O 0.036; H 0.093; H 0.100; H 0.103; H 0.092; N 0.146; C -0.687; N 0.167; O -0.004; H 0.048; H 0.094; H 0.058; H 0.063; N 0.158; C -0.651; N 0.162; O 0.013; H 0.096; H 0.107; H 0.108; H 0.097